Entry 1:
The following is a quantum chemistry calculation of 2 unconnected molecules or ions with the total composition C12H15NO5 in a non-equilibrium geometry, from the OMol25 dataset.

The electronic energy is -24406.9123 eV. The total charge is -2. The value obtained for the HOMO-LUMO gap is 2.2 eV.

Structure (XYZ):
```
33
Properties=species:S:1:pos:R:3:lowdin_charge:R:1
N 3.127 -1.312 0.025 0.17
C 3.804 -0.574 0.806 -0.24
C 3.930 0.973 0.668 -0.16
O 2.667 1.652 0.571 0.02
C 1.747 1.169 1.462 -0.55
O 1.949 0.976 2.641 0.11
O 0.508 0.876 0.938 0.02
C -0.542 1.713 1.479 -0.14
C -1.874 0.957 1.139 -0.17
C -2.654 1.258 -0.058 -0.01
C -3.871 0.475 -0.335 -0.07
C -4.298 -0.600 0.566 -0.09
C -3.479 -0.846 1.777 -0.12
C -2.269 -0.098 2.093 -0.05
H 3.221 -2.294 0.320 0.07
H 4.397 -1.072 1.637 0.11
H 4.540 1.374 1.522 0.11
H 4.491 1.187 -0.287 0.13
H -0.440 1.883 2.587 0.12
H -0.519 2.744 1.014 0.13
H -2.370 2.057 -0.783 0.11
H -4.464 0.664 -1.257 0.09
H -5.194 -1.228 0.371 0.08
H -3.770 -1.668 2.480 0.07
H -1.673 -0.313 3.009 0.10
O -1.019 -0.113 -2.891 -0.44
C 0.061 -0.816 -2.451 -0.54
C 0.699 -1.674 -3.644 -0.58
O 1.769 -2.380 -3.205 -0.48
H -0.120 -1.547 -1.628 0.06
H 0.907 -0.220 -2.038 0.05
H 0.890 -0.938 -4.462 0.05
H -0.149 -2.264 -4.067 0.05
```

=====

Entry 2:
The following is a quantum chemistry calculation of C12H15O2P in the gas phase in a non-equilibrium geometry, from the OMol25 dataset.

The electronic energy is -26066.1799 eV. As for the SMILES: [H]/P=C1/C=CC=C(C)[C@@H]1OC1=C[C@@H](C)CO1. The value obtained for the HOMO-LUMO gap (spin up / spin down) is 7.0 / 7.0 eV.

Structure (XYZ):
```
30
Properties=species:S:1:pos:R:3:lowdin_charge:R:1
H -0.998 1.639 -2.174 -0.12
P -1.664 2.288 -1.143 0.99
C -2.119 0.807 -0.406 -0.57
C -3.121 0.682 0.551 -0.19
C -3.502 -0.462 1.147 -0.07
C -2.880 -1.718 0.701 -0.04
C -1.901 -1.693 -0.250 -0.21
C -1.201 -2.971 -0.780 -0.02
C -1.289 -0.379 -0.623 -0.29
O -0.316 -0.378 0.489 0.02
C 0.738 0.449 0.386 -0.35
C 1.758 0.585 1.236 -0.04
C 2.850 1.423 0.673 -0.30
C 3.892 0.357 0.084 -0.07
C 2.072 2.020 -0.522 -0.10
O 0.840 1.196 -0.807 -0.17
H -3.541 1.781 0.768 0.13
H -4.420 -0.412 1.760 0.11
H -3.228 -2.575 1.274 0.11
H -0.150 -2.602 -1.018 0.10
H -1.119 -3.653 0.096 0.09
H -1.754 -3.279 -1.611 0.05
H -0.642 -0.307 -1.551 0.15
H 1.709 -0.087 2.090 0.12
H 3.374 2.213 1.333 0.16
H 4.372 -0.134 0.990 0.09
H 4.731 0.657 -0.503 0.05
H 3.282 -0.418 -0.382 0.08
H 1.527 3.041 -0.371 0.15
H 2.701 1.929 -1.436 0.12
```

=====

Entry 3:
The following is a quantum chemistry calculation of a molecular structure, C12H16AuF3N4OS2, from the OMol25 dataset.

The electronic energy is -54209.9686 eV. The total charge is +2. Its multiplicity is 3. The value obtained for the HOMO-LUMO gap (spin up / spin down) is 8.3 / 4.9 eV.

Structure (XYZ):
```
39
Properties=species:S:1:pos:R:3:lowdin_charge:R:1
Au -0.413 -0.172 0.519 1.01
F 4.434 -1.033 2.528 0.17
C 4.419 0.293 2.367 -0.62
F 5.277 0.845 3.208 0.20
F 4.793 0.570 1.113 0.16
C 3.008 0.816 2.604 -0.05
C 2.719 1.715 3.622 0.08
C 1.412 2.143 3.799 0.06
C 0.402 1.671 2.952 -0.04
N 0.677 0.822 1.980 -0.13
C 1.959 0.378 1.792 -0.61
S 2.046 -0.747 0.491 1.01
H 3.512 2.069 4.268 0.15
H 1.157 2.837 4.588 0.14
H -0.629 1.977 3.071 0.14
C 0.427 -4.779 -3.098 -0.08
C -0.680 -4.815 -2.039 -0.22
C -1.170 -3.442 -1.707 -0.57
N -0.558 -2.616 -0.942 0.01
N -1.225 -1.411 -0.847 -0.23
C -2.335 -1.320 -1.562 -0.67
N -3.110 -0.235 -1.608 0.14
S -2.643 -2.793 -2.395 1.19
H 0.765 -5.791 -3.311 0.09
H 1.280 -4.200 -2.746 0.08
H 0.069 -4.340 -4.030 0.08
H -0.319 -5.270 -1.118 0.12
H -1.519 -5.418 -2.388 0.11
H -2.725 0.658 -1.313 0.07
H -3.936 -0.232 -2.183 0.12
C -2.418 4.187 -1.214 -0.07
C -1.668 3.303 -0.248 -0.28
O -1.319 2.023 -0.846 -0.19
H -2.673 5.130 -0.730 0.09
H -3.343 3.714 -1.544 0.09
H -1.808 4.422 -2.089 0.09
H -2.283 3.053 0.616 0.11
H -0.754 3.788 0.103 0.11
H -0.830 2.201 -1.661 0.10
```

=====

Entry 4:
The following is a quantum chemistry calculation of 2 unconnected molecules or ions with the total composition C12H16B2BrClN5O5, from the OMol25 dataset.

The electronic energy is -114304.1982 eV. The total charge is +1. The value obtained for the HOMO-LUMO gap is 8.6 eV.

Structure (XYZ):
```
42
Properties=species:S:1:pos:R:3:lowdin_charge:R:1
C 4.186 -2.563 -1.576 -0.09
C 4.945 -1.265 -1.958 -0.13
B 4.152 -0.297 -2.871 -0.58
O 4.224 -0.312 -4.232 0.18
N 3.238 0.798 -2.268 -0.33
Br 3.957 2.479 -2.156 1.01
C 2.007 0.486 -1.890 -0.36
N 1.512 -0.746 -2.052 0.24
C 0.278 -0.724 -1.574 -0.27
C -0.586 -1.933 -1.603 -0.07
C -1.595 -2.120 -0.496 -0.25
N -1.600 -3.234 0.093 0.12
N -0.005 0.495 -1.120 -0.37
Cl -1.403 1.072 -0.397 0.98
N 1.099 1.318 -1.323 0.15
B 1.008 2.777 -0.916 -0.82
O 0.275 3.599 -1.690 0.22
O 1.673 3.238 0.171 0.19
H 4.877 -3.377 -1.378 0.08
H 3.492 -2.847 -2.366 0.07
H 3.584 -2.390 -0.684 0.07
H 5.828 -1.561 -2.530 0.11
H 5.328 -0.773 -1.060 0.11
H 4.770 0.410 -4.575 0.12
H 0.086 -2.790 -1.583 0.13
H -1.102 -1.966 -2.569 0.15
H -2.314 -1.338 -0.253 0.06
H -2.342 -3.272 0.791 0.06
H -0.023 4.356 -1.165 0.14
H 1.934 2.542 0.785 0.13
C -5.135 0.329 2.660 0.02
C -5.677 0.497 3.864 0.04
C -4.873 1.010 5.006 -0.37
O -5.359 1.162 6.100 0.14
C -3.441 1.328 4.747 0.04
C -2.906 1.158 3.541 0.02
C -3.714 0.648 2.413 -0.37
O -3.220 0.493 1.305 -0.06
H -5.699 -0.042 1.815 0.12
H -6.715 0.273 4.072 0.13
H -2.874 1.700 5.590 0.13
H -1.868 1.382 3.331 0.12
```

=====

Entry 5:
The following is a quantum chemistry calculation of a molecular structure, C12H16BCl5N4OPt, from the OMol25 dataset.

The electronic energy is -87245.0324 eV. The value obtained for the HOMO-LUMO gap is 7.0 eV.

Structure (XYZ):
```
40
Properties=species:S:1:pos:R:3:lowdin_charge:R:1
Pt 0.430 -0.192 0.308 1.10
Cl -5.049 0.397 4.901 0.68
C -4.001 0.098 3.571 -0.71
C -3.217 1.122 3.050 -0.70
Cl -3.308 2.698 3.730 0.69
C -2.370 0.878 1.971 -0.61
Cl -1.462 2.181 1.288 0.69
C -2.270 -0.395 1.398 -0.46
O -1.508 -0.691 0.356 -0.37
C -3.078 -1.413 1.936 -0.61
Cl -2.974 -2.976 1.226 0.73
C -3.934 -1.173 3.001 -0.70
Cl -4.904 -2.445 3.628 0.69
B 5.092 0.133 0.254 -0.40
C 3.540 0.086 0.437 -0.22
N 2.384 0.088 0.515 -0.09
H 5.529 0.892 1.086 0.01
H 5.235 0.574 -0.871 0.01
H 5.510 -0.994 0.365 0.01
C 2.579 0.497 -3.816 -0.02
N 1.752 -0.402 -3.016 -0.14
C 2.515 -1.289 -2.147 -0.05
C 0.460 -0.105 -2.765 -0.41
N -0.105 -0.226 -1.590 -0.01
N -0.302 0.325 -3.812 -0.15
C -1.565 1.004 -3.576 -0.04
C -0.125 -0.208 -5.154 -0.04
H 3.189 1.122 -3.158 0.10
H 1.967 1.138 -4.441 0.08
H 3.246 -0.089 -4.450 0.10
H 3.194 -1.867 -2.775 0.10
H 1.847 -1.970 -1.626 0.09
H 3.110 -0.735 -1.420 0.03
H -1.116 -0.299 -1.594 0.06
H -2.393 0.302 -3.429 0.10
H -1.793 1.619 -4.445 0.09
H -1.488 1.651 -2.704 0.10
H 0.716 -0.894 -5.177 0.09
H 0.050 0.596 -5.872 0.09
H -1.025 -0.749 -5.455 0.10
```

=====

Entry 6:
The following is a quantum chemistry calculation of C12H16BrNO2 in the gas phase, from the OMol25 dataset.

The electronic energy is -88331.4756 eV. As for the SMILES: CCOCCCNC(=O)c1ccc(Br)cc1. The value obtained for the HOMO-LUMO gap is 9.9 eV.

Structure (XYZ):
```
32
Properties=species:S:1:pos:R:3:lowdin_charge:R:1
C 2.370 -1.085 -4.865 -0.07
C 2.606 -0.517 -3.474 -0.29
O 1.349 -0.209 -2.904 -0.15
C 1.397 0.537 -1.715 -0.24
C 1.907 -0.252 -0.502 -0.15
C 1.742 0.526 0.806 -0.18
N 0.362 0.655 1.211 0.06
C -0.169 -0.109 2.197 -0.45
O 0.487 -0.884 2.861 0.07
C -1.636 0.083 2.417 -0.13
C -2.368 -1.008 2.877 -0.01
C -3.726 -0.901 3.109 -0.11
C -4.348 0.317 2.893 -0.68
Br -6.218 0.483 3.209 0.73
C -3.635 1.423 2.461 -0.12
C -2.278 1.302 2.221 -0.03
H 1.851 -0.356 -5.481 0.08
H 3.319 -1.337 -5.329 0.07
H 1.756 -1.978 -4.797 0.08
H 3.141 -1.252 -2.857 0.11
H 3.220 0.396 -3.532 0.12
H 2.017 1.438 -1.855 0.13
H 0.361 0.848 -1.552 0.12
H 1.359 -1.193 -0.434 0.13
H 2.965 -0.482 -0.634 0.11
H 2.245 -0.008 1.615 0.12
H 2.181 1.525 0.707 0.12
H -0.251 1.186 0.614 0.12
H -1.853 -1.940 3.050 0.12
H -4.295 -1.749 3.457 0.10
H -4.135 2.369 2.317 0.10
H -1.723 2.174 1.910 0.11
```

=====

Entry 7:
The following is a quantum chemistry calculation of 5 unconnected molecules or ions with the total composition C12H16Cl16N2O2P in a non-equilibrium geometry, from the OMol25 dataset.

The electronic energy is -229417.1565 eV. The total charge is +1. The value obtained for the HOMO-LUMO gap is 8.3 eV.

Structure (XYZ):
```
49
Properties=species:S:1:pos:R:3:lowdin_charge:R:1
C 6.021 -1.176 0.857 -0.11
C 4.680 -2.048 0.917 -0.22
C 3.482 -1.042 1.221 -0.16
C 2.690 -0.762 -0.137 -0.14
O 1.275 -0.629 0.179 -0.04
C 0.953 0.589 0.672 -0.25
N 1.705 1.768 0.825 0.20
C 0.805 2.655 1.374 -0.06
N -0.428 2.158 1.587 0.04
C -0.393 0.802 1.154 -0.32
P -1.743 -0.482 1.205 0.89
C -0.898 -1.974 2.011 -0.31
O -2.205 -0.947 -0.350 -0.34
H 6.890 -1.860 1.015 0.08
H 5.995 -0.375 1.636 0.07
H 6.072 -0.648 -0.139 0.08
H 4.715 -2.773 1.770 0.11
H 4.564 -2.570 -0.063 0.10
H 3.838 -0.070 1.664 0.10
H 2.767 -1.570 1.902 0.12
H 3.081 0.147 -0.666 0.13
H 2.824 -1.619 -0.848 0.14
H 2.689 1.881 0.589 0.17
H 1.012 3.701 1.677 0.17
H -1.265 2.575 1.997 0.11
H -0.213 -1.529 2.790 0.05
H -0.224 -2.457 1.253 0.02
H -1.641 -2.685 2.436 -0.01
H -2.989 -1.520 -0.224 0.03
C -2.945 4.336 -0.115 -2.00
Cl -3.210 4.667 1.610 0.54
Cl -4.462 4.551 -0.999 0.56
Cl -1.725 5.451 -0.750 0.50
Cl -2.376 2.665 -0.308 0.60
C -2.620 -5.629 1.470 -2.00
Cl -3.612 -4.206 1.056 0.49
Cl -3.086 -6.216 3.073 0.55
Cl -2.879 -6.909 0.278 0.53
Cl -0.905 -5.172 1.481 0.56
C -3.336 -4.837 -3.667 -2.03
Cl -3.574 -4.546 -1.933 0.46
Cl -4.865 -4.588 -4.525 0.53
Cl -2.117 -3.711 -4.292 0.52
Cl -2.783 -6.502 -3.913 0.53
C -1.913 8.622 -3.355 -2.04
Cl -2.645 10.142 -3.889 0.54
Cl -3.182 7.518 -2.794 0.48
Cl -1.039 7.879 -4.706 0.52
Cl -0.783 8.944 -2.025 0.51
```

=====

Entry 8:
The following is a quantum chemistry calculation of C12H16Cl3NO2S in the gas phase, from the OMol25 dataset.

The electronic energy is -66691.4065 eV. As for the SMILES: Cc1ccccc1NS(=O)(=O)CCCCC(Cl)(Cl)Cl. The value obtained for the HOMO-LUMO gap is 9.9 eV.

Structure (XYZ):
```
35
Properties=species:S:1:pos:R:3:lowdin_charge:R:1
C 2.272 1.724 -1.798 -0.04
C 0.789 1.533 -1.809 -0.21
C 0.123 1.336 -3.014 -0.03
C -1.247 1.161 -3.064 -0.08
C -1.990 1.201 -1.897 -0.08
C -1.348 1.387 -0.687 -0.05
C 0.033 1.537 -0.636 -0.27
N 0.635 1.669 0.651 -0.07
S 1.762 0.518 1.136 0.64
O 2.958 1.213 1.521 -0.30
O 1.869 -0.518 0.149 -0.29
C 1.037 -0.147 2.669 -0.21
C -0.459 -0.409 2.629 -0.21
C -0.865 -1.758 2.029 -0.22
C -0.838 -1.751 0.501 -0.36
C -1.220 -3.081 -0.110 -1.57
Cl -1.179 -2.950 -1.886 0.58
Cl -2.866 -3.565 0.364 0.59
Cl -0.103 -4.368 0.380 0.60
H 2.762 0.752 -1.753 0.09
H 2.596 2.232 -2.704 0.09
H 2.603 2.290 -0.929 0.07
H 0.697 1.320 -3.929 0.11
H -1.736 1.002 -4.013 0.11
H -3.063 1.083 -1.927 0.11
H -1.914 1.437 0.231 0.11
H 1.012 2.587 0.838 0.12
H 1.286 0.614 3.403 0.10
H 1.608 -1.047 2.878 0.11
H -0.938 0.402 2.080 0.09
H -0.826 -0.376 3.658 0.12
H -1.877 -1.996 2.362 0.09
H -0.200 -2.537 2.405 0.10
H 0.163 -1.492 0.148 0.08
H -1.537 -1.003 0.122 0.09
```